This record from the OMol25 dataset describes the molecule C15H17N3O5S3 at a distorted geometry. The level of theory is ωB97M-V/def2-TZVPD.

Geometry as XYZ:
```
43
C15H17N3O5S3 (ωB97M-V/def2-TZVPD)
C -6.954 -1.227 -1.369
C -5.776 -2.036 -0.860
O -4.692 -1.140 -0.608
C -3.579 -1.701 -0.109
O -3.486 -2.886 0.117
C -2.482 -0.775 0.149
S -1.068 -1.560 0.817
C -0.268 -0.050 0.876
N 1.014 0.072 1.330
C 1.740 -1.011 1.704
O 1.270 -2.128 1.728
C 3.175 -0.698 2.079
S 4.309 -1.475 0.877
C 3.862 -0.607 -0.544
N 3.020 0.375 -0.581
N 2.845 0.870 -1.794
C 3.541 0.295 -2.700
S 4.544 -1.005 -2.113
C -1.036 1.008 0.399
C -0.472 2.357 0.376
O 0.616 2.633 0.857
O -1.244 3.262 -0.225
C -0.744 4.598 -0.289
C -1.020 5.359 1.000
C -2.326 0.579 -0.024
C -3.358 1.500 -0.574
H -7.791 -1.889 -1.569
H -6.684 -0.708 -2.285
H -7.253 -0.491 -0.626
H -6.022 -2.562 0.069
H -5.454 -2.781 -1.595
H 1.391 1.023 1.238
H 3.425 -1.168 3.029
H 3.375 0.371 2.102
H 3.521 0.573 -3.733
H -1.267 5.052 -1.133
H 0.332 4.566 -0.488
H -2.084 5.353 1.222
H -0.483 4.898 1.825
H -0.685 6.387 0.894
H -4.281 0.967 -0.768
H -2.996 1.948 -1.498
H -3.544 2.309 0.129
```

Computed properties:
E_HOMO: -8.2 eV
Total energy: -2316.86203 Eh
Relative energy (zero: lowest compared OMol25 entry of this formula, charge and spin): 0.0 kcal per mole
Total charge: 0
Structure (SMILES): CCOC(=O)c1sc(NC(=O)CSc2nncs2)c(C(=O)OCC)c1C
HOMO-LUMO gap: 0.317 Ha